No. 1
Molecular formula: C6H18NOSi
Method: DFT, the ωB97M-V functional and the def2-TZVPD basis

LUMO energy	-3.325	eV
highest occupied orbital energy	-13.58	eV
2S+1	1
SMILES	CCC[Si@@](C)(C[NH3+])OC
net charge	+1
HOMO-LUMO gap	10.26	eV
relative energy (zero: lowest compared OMol25 entry of this formula, charge and spin)	3.007	eV
strongest force on any atom	0.1046	hartree/bohr

XYZ file:
```
27
Properties=species:S:1:pos:R:3:forces:R:3
Si 0.557198 -0.274501 -0.279087 1.1 0.6 -0.6
O 1.912272 -0.459348 0.730857 0.0 -1.4 -0.9
N 2.454501 1.966778 -0.500509 0.4 -1.3 -2.2
C -1.122907 -0.361898 0.620457 0.3 -4.5 -2.9
C 1.029105 1.601970 -0.483142 -3.5 -0.3 1.1
C 0.679861 -1.053705 -2.099239 -1.4 0.0 1.2
C -3.612249 -0.133708 0.702850 -1.5 0.9 -1.3
C 2.422812 -1.624243 1.454067 0.7 2.4 1.9
C -2.311081 0.369251 0.062416 -1.2 0.9 0.1
H 2.744137 2.739363 0.046046 0.2 0.3 2.2
H 2.733553 -2.479283 0.895859 0.3 -0.2 -1.0
H -3.485810 -0.102765 1.775539 -0.3 -0.5 0.3
H 0.538853 1.667233 -1.439997 0.2 1.3 -0.6
H -0.891035 -0.141635 1.613523 0.0 0.6 1.8
H -4.512341 0.569112 0.442219 1.7 -1.2 0.4
H -0.250788 -1.675112 -2.172464 1.1 -0.4 0.3
H 2.923046 1.024830 -0.354492 0.3 1.5 0.5
H 1.630047 -1.614680 -2.201333 -0.8 0.1 -0.2
H 0.434859 -0.423048 -2.980763 0.9 0.3 0.7
H 1.592478 -1.931765 2.079439 0.2 -0.2 0.6
H 2.774181 2.403508 -1.388257 -0.6 -1.1 -0.2
H 3.319722 -1.187680 2.093020 -1.9 -1.3 -1.2
H -1.459941 -1.540046 0.618605 1.1 2.5 0.1
H 0.348505 2.083475 0.317554 1.7 -0.1 -1.3
H -2.554502 0.429765 -1.007913 1.0 -0.5 -0.1
H -2.136601 1.392471 0.343193 -0.3 0.8 0.1
H -3.865528 -1.142501 0.257970 0.3 0.9 1.0
```
Forces are in eV/Å.

Here are the Mulliken charges for atoms 1 to 2, given in e: number 1, Si, carries 0.30; number 2, O, carries -0.36

No. 2
Molecular formula: C18H19NO4S
Method: DFT, the ωB97M-V functional and the def2-TZVPD basis

LUMO energy	-0.399	eV
highest occupied orbital energy	-8.23	eV
2S+1	1
SMILES	COc1ccc(CCNC(=O)COC(=O)/C=C/c2cccs2)cc1
HOMO-LUMO gap	7.83	eV
relative energy (zero: lowest compared OMol25 entry of this formula, charge and spin)	1.053	eV
strongest force on any atom	0.0204	hartree/bohr

XYZ file:
```
43
Properties=species:S:1:pos:R:3:forces:R:3
S -3.744709 0.435847 1.091002 -0.1 0.1 -0.6
O 1.131818 1.947045 -0.503775 -0.3 -0.2 -0.1
O 1.352222 1.735588 1.725465 -0.2 0.1 -0.1
O -1.785544 -2.065212 0.208522 0.4 0.1 0.3
O 4.144411 1.012341 -1.633980 0.2 -0.2 -0.4
N 3.646233 0.698032 0.554521 0.1 -0.2 0.5
C 4.433323 -0.502532 0.737499 0.1 -0.1 -0.4
C 1.686303 -1.835030 1.210305 -0.1 0.0 -0.1
C -5.078005 0.578184 -1.096744 -0.3 -0.1 0.2
C 2.467346 2.427796 -0.627470 0.5 0.2 0.0
C -2.918029 0.970922 -0.343054 -1.0 -0.3 0.1
C -0.742110 1.298194 0.740173 -0.5 0.0 -0.4
C -0.430883 -1.938870 0.069522 0.1 -0.1 0.0
C 3.508906 1.291257 -0.640316 -0.5 0.6 0.4
C 0.310952 -1.919014 1.250286 -0.2 0.0 0.0
C -5.206128 0.250720 0.220630 0.2 0.0 0.1
C -2.542893 -2.360183 -0.938745 -0.2 0.0 -0.2
C -3.776237 0.989006 -1.419999 0.5 0.1 0.4
C -1.535790 1.315407 -0.343703 0.9 0.2 0.4
C 3.865452 -1.683970 -0.067650 0.0 0.1 0.1
C 2.363728 -1.755020 -0.003045 0.1 -0.1 -0.2
C 0.666294 1.668727 0.722711 0.4 0.1 0.2
C 1.614338 -1.733937 -1.168661 0.2 0.0 0.2
C 0.233322 -1.833322 -1.144728 -0.4 0.0 0.0
H 4.166121 -1.567098 -1.109046 0.0 -0.1 0.0
H 3.005958 0.966746 1.294532 0.1 0.1 -0.2
H 4.444528 -0.724306 1.804779 0.0 0.0 0.0
H -6.085346 -0.089996 0.731275 -0.2 -0.1 0.1
H -3.469739 1.291615 -2.405813 0.1 0.1 -0.2
H 2.116300 -1.644376 -2.121029 0.1 0.0 -0.1
H 5.456935 -0.307086 0.404302 0.0 -0.1 0.1
H -2.174273 -3.261696 -1.438537 0.0 0.0 0.0
H -1.119500 1.607306 -1.299136 0.1 0.0 -0.1
H -3.559426 -2.532612 -0.587198 0.0 0.0 -0.1
H -5.885248 0.526653 -1.805094 -0.2 0.0 -0.1
H -0.215779 -1.985546 2.189121 -0.1 0.0 0.1
H 2.690159 3.115882 0.195980 -0.1 -0.1 -0.1
H -2.548702 -1.528618 -1.651137 0.0 -0.1 0.0
H -0.308941 -1.826333 -2.077235 -0.1 0.0 -0.1
H 4.303838 -2.608741 0.315572 0.1 0.0 -0.1
H 2.502908 2.949320 -1.585090 0.1 -0.1 0.2
H 2.240696 -1.842899 2.137181 0.1 0.0 0.1
H -1.122265 1.016003 1.711210 0.0 0.0 0.1
```
Forces are in eV/Å.

Here are the Mulliken charges for atoms 1 to 2, given in e: number 1, S, carries -0.09; number 2, O, carries -0.26

What did the first record say?
Molecular formula: C6H18NOSi
Method: DFT, the ωB97M-V functional and the def2-TZVPD basis

LUMO energy	-3.325	eV
highest occupied orbital energy	-13.58	eV
2S+1	1
SMILES	CCC[Si@@](C)(C[NH3+])OC
net charge	+1
HOMO-LUMO gap	10.26	eV
relative energy (zero: lowest compared OMol25 entry of this formula, charge and spin)	3.007	eV
strongest force on any atom	0.1046	hartree/bohr

XYZ file:
```
27
Properties=species:S:1:pos:R:3:forces:R:3
Si 0.557198 -0.274501 -0.279087 1.1 0.6 -0.6
O 1.912272 -0.459348 0.730857 0.0 -1.4 -0.9
N 2.454501 1.966778 -0.500509 0.4 -1.3 -2.2
C -1.122907 -0.361898 0.620457 0.3 -4.5 -2.9
C 1.029105 1.601970 -0.483142 -3.5 -0.3 1.1
C 0.679861 -1.053705 -2.099239 -1.4 0.0 1.2
C -3.612249 -0.133708 0.702850 -1.5 0.9 -1.3
C 2.422812 -1.624243 1.454067 0.7 2.4 1.9
C -2.311081 0.369251 0.062416 -1.2 0.9 0.1
H 2.744137 2.739363 0.046046 0.2 0.3 2.2
H 2.733553 -2.479283 0.895859 0.3 -0.2 -1.0
H -3.485810 -0.102765 1.775539 -0.3 -0.5 0.3
H 0.538853 1.667233 -1.439997 0.2 1.3 -0.6
H -0.891035 -0.141635 1.613523 0.0 0.6 1.8
H -4.512341 0.569112 0.442219 1.7 -1.2 0.4
H -0.250788 -1.675112 -2.172464 1.1 -0.4 0.3
H 2.923046 1.024830 -0.354492 0.3 1.5 0.5
H 1.630047 -1.614680 -2.201333 -0.8 0.1 -0.2
H 0.434859 -0.423048 -2.980763 0.9 0.3 0.7
H 1.592478 -1.931765 2.079439 0.2 -0.2 0.6
H 2.774181 2.403508 -1.388257 -0.6 -1.1 -0.2
H 3.319722 -1.187680 2.093020 -1.9 -1.3 -1.2
H -1.459941 -1.540046 0.618605 1.1 2.5 0.1
H 0.348505 2.083475 0.317554 1.7 -0.1 -1.3
H -2.554502 0.429765 -1.007913 1.0 -0.5 -0.1
H -2.136601 1.392471 0.343193 -0.3 0.8 0.1
H -3.865528 -1.142501 0.257970 0.3 0.9 1.0
```
Forces are in eV/Å.

Here are the Mulliken charges for atoms 1 to 2, given in e: number 1, Si, carries 0.30; number 2, O, carries -0.36

Please write out number 1 again, unchanged.
Molecular formula: C6H18NOSi
Method: DFT, the ωB97M-V functional and the def2-TZVPD basis

LUMO energy	-3.325	eV
highest occupied orbital energy	-13.58	eV
2S+1	1
SMILES	CCC[Si@@](C)(C[NH3+])OC
net charge	+1
HOMO-LUMO gap	10.26	eV
relative energy (zero: lowest compared OMol25 entry of this formula, charge and spin)	3.007	eV
strongest force on any atom	0.1046	hartree/bohr

XYZ file:
```
27
Properties=species:S:1:pos:R:3:forces:R:3
Si 0.557198 -0.274501 -0.279087 1.1 0.6 -0.6
O 1.912272 -0.459348 0.730857 0.0 -1.4 -0.9
N 2.454501 1.966778 -0.500509 0.4 -1.3 -2.2
C -1.122907 -0.361898 0.620457 0.3 -4.5 -2.9
C 1.029105 1.601970 -0.483142 -3.5 -0.3 1.1
C 0.679861 -1.053705 -2.099239 -1.4 0.0 1.2
C -3.612249 -0.133708 0.702850 -1.5 0.9 -1.3
C 2.422812 -1.624243 1.454067 0.7 2.4 1.9
C -2.311081 0.369251 0.062416 -1.2 0.9 0.1
H 2.744137 2.739363 0.046046 0.2 0.3 2.2
H 2.733553 -2.479283 0.895859 0.3 -0.2 -1.0
H -3.485810 -0.102765 1.775539 -0.3 -0.5 0.3
H 0.538853 1.667233 -1.439997 0.2 1.3 -0.6
H -0.891035 -0.141635 1.613523 0.0 0.6 1.8
H -4.512341 0.569112 0.442219 1.7 -1.2 0.4
H -0.250788 -1.675112 -2.172464 1.1 -0.4 0.3
H 2.923046 1.024830 -0.354492 0.3 1.5 0.5
H 1.630047 -1.614680 -2.201333 -0.8 0.1 -0.2
H 0.434859 -0.423048 -2.980763 0.9 0.3 0.7
H 1.592478 -1.931765 2.079439 0.2 -0.2 0.6
H 2.774181 2.403508 -1.388257 -0.6 -1.1 -0.2
H 3.319722 -1.187680 2.093020 -1.9 -1.3 -1.2
H -1.459941 -1.540046 0.618605 1.1 2.5 0.1
H 0.348505 2.083475 0.317554 1.7 -0.1 -1.3
H -2.554502 0.429765 -1.007913 1.0 -0.5 -0.1
H -2.136601 1.392471 0.343193 -0.3 0.8 0.1
H -3.865528 -1.142501 0.257970 0.3 0.9 1.0
```
Forces are in eV/Å.

Here are the Mulliken charges for atoms 1 to 2, given in e: number 1, Si, carries 0.30; number 2, O, carries -0.36

Q: Number 2 is which compound?
A: C18H19NO4S

Q: LUMO energy of number 2 (C18H19NO4S)?
A: -0.399 eV